A 2-piece molecular cluster, C2H3IN2OS overall, computed with ωB97M-V/def2-TZVPD.

Structure (XYZ):
```
10
Properties=species:S:1:pos:R:3
C 1.33891 -0.60631 0.17550
C -0.14094 -0.19804 0.42846
N 2.08838 0.04288 -0.57327
N -0.47649 0.87192 -0.21233
O -0.79230 -0.90231 1.16658
S -2.86095 1.59798 0.10165
I -3.89411 -0.41813 -0.33770
H 1.56245 -1.51174 0.74619
H 3.04332 -0.28541 -0.69090
H 0.13173 1.40918 -0.80417
```

Calculated values
* energy: -958.5331 hartree
* relative energy (zero: lowest compared OMol25 entry of this formula, charge and spin): 76.1 kcal/mol

=====

One molecule with the formula C2H3IN2OS, computed with ωB97M-V/def2-TZVPD.

Structure (XYZ):
```
10
Properties=species:S:1:pos:R:3
C -1.23213 0.78617 0.01428
C 0.98810 0.06284 -0.55807
N 0.14901 0.99142 0.01090
N -0.38894 -1.75312 0.15442
O -1.99643 1.70025 0.02532
S -1.73952 -0.88486 0.35862
I 2.93076 -0.28830 -0.05399
H 0.81936 -0.34195 -1.54501
H 0.61682 1.84698 0.43575
H -0.14703 -2.11943 1.15777
```

Calculated values
* energy: -958.5305 hartree
* relative energy (zero: lowest compared OMol25 entry of this formula, charge and spin): 77.7 kcal/mol

=====

An isolated ion of composition C2H3INO2 and charge -1, computed with ωB97M-V/def2-TZVPD.

Structure (XYZ):
```
9
Properties=species:S:1:pos:R:3
C 1.09049 0.52283 -1.05021
C -0.83577 -0.50760 0.37865
N 0.20180 0.51261 0.25407
O 1.76370 1.50090 -1.03508
O 0.88889 -0.43602 -1.75734
I -0.61168 -1.75407 2.29986
H -1.78406 -0.06128 0.59989
H -0.97887 -1.18647 -0.51731
H 0.26551 1.40911 0.82746
```

Calculated values
* energy: -581.0096 hartree
* relative energy (zero: lowest compared OMol25 entry of this formula, charge and spin): 7.4 kcal/mol
* structure (SMILES): O=C([O-])NCI
* total charge: -1